(1)
The following is a quantum chemistry calculation of a structure of composition C22H57AlClN4O4 in a non-equilibrium geometry, from the OMol25 dataset.

Last column: Mulliken charge in e.
CARTESIAN COORDINATES (ANGSTROEM)
C: 0.883 1.357 -1.473  -0.868
C: -0.385 1.598 -0.597  -0.374
C: -1.521 0.542 -0.855  -0.342
N: -1.461 -0.061 -2.198  -0.558
Al: -2.005 1.095 -3.618  0.074
Cl: -0.436 0.835 -5.272  -0.517
C: -1.999 3.077 -3.178  -0.989
C: -3.097 3.526 -2.149  0.480
C: -4.294 4.315 -2.769  -0.994
C: -5.663 3.972 -2.077  -0.381
C: -5.982 2.474 -2.349  -0.122
O: -7.381 2.165 -2.333  -0.489
C: -7.561 0.924 -1.679  0.062
C: -6.970 -0.304 -2.430  -0.832
H: 1.338 0.418 -1.105  0.122
H: 1.590 2.192 -1.267  0.310
H: 0.688 1.340 -2.555  0.181
H: -0.080 1.486 0.467  0.459
H: -0.797 2.621 -0.692  0.122
H: -1.317 -0.284 -0.122  0.458
H: -2.527 0.936 -0.568  -0.004
H: -2.123 -0.835 -2.178  0.302
H: -3.383 0.581 -4.282  -0.341
H: -1.001 3.406 -2.830  0.315
H: -2.218 3.618 -4.130  0.538
H: -2.598 4.224 -1.436  0.186
H: -3.512 2.712 -1.526  -0.263
H: -4.129 5.393 -2.549  0.354
H: -4.417 4.191 -3.859  0.412
H: -6.467 4.642 -2.435  0.390
H: -5.543 4.150 -0.986  -0.227
H: -5.501 2.201 -3.313  0.191
H: -5.476 1.868 -1.567  0.256
H: -7.200 0.910 -0.630  -0.018
H: -8.660 0.761 -1.623  0.340
H: -7.584 -0.620 -3.291  0.271
H: -5.922 -0.184 -2.755  0.188
H: -6.974 -1.154 -1.711  0.326
C: -5.011 3.204 4.585  -1.501
C: -4.992 2.173 3.461  0.330
C: -3.910 2.439 2.399  -0.665
O: -4.223 3.482 1.493  -0.092
C: -3.949 4.785 1.970  -0.960
N: -6.331 2.096 2.865  -0.766
H: -5.462 4.148 4.278  0.278
H: -5.597 2.831 5.428  0.390
H: -4.000 3.409 4.947  0.341
H: -4.766 1.204 3.916  0.410
H: -3.814 1.540 1.784  0.193
H: -2.928 2.609 2.858  0.465
H: -3.064 4.808 2.613  0.379
H: -4.814 5.188 2.503  0.290
H: -3.767 5.424 1.105  0.265
H: -6.342 1.342 2.184  0.286
H: -6.459 2.933 2.300  0.342
C: 5.443 -1.023 2.739  -1.437
C: 5.644 -1.100 1.228  0.360
C: 4.669 -0.215 0.432  -0.845
O: 3.358 -0.737 0.325  -0.361
C: 2.527 -0.492 1.446  -0.580
N: 5.570 -2.504 0.811  -0.483
H: 4.570 -1.585 3.071  0.305
H: 6.308 -1.446 3.256  0.332
H: 5.331 0.012 3.068  0.360
H: 6.655 -0.736 1.018  0.368
H: 5.038 -0.146 -0.595  0.336
H: 4.645 0.810 0.824  0.453
H: 2.739 0.475 1.911  0.305
H: 2.632 -1.297 2.177  0.244
H: 1.492 -0.490 1.101  0.159
H: 5.800 -2.564 -0.178  0.244
H: 4.590 -2.778 0.846  0.268
C: 7.667 -7.771 1.115  -1.396
C: 7.928 -7.283 -0.306  0.372
C: 8.794 -6.011 -0.371  -0.726
O: 8.107 -4.817 -0.043  -0.355
C: 7.988 -4.561 1.347  -0.515
N: 6.643 -7.102 -0.988  -0.728
H: 6.922 -7.167 1.632  0.285
H: 7.289 -8.795 1.097  0.347
H: 8.585 -7.765 1.708  0.341
H: 8.479 -8.075 -0.823  0.402
H: 9.124 -5.882 -1.406  0.332
H: 9.702 -6.114 0.237  0.390
H: 8.864 -4.910 1.904  0.348
H: 7.081 -5.021 1.741  0.195
H: 7.895 -3.487 1.483  0.102
H: 6.819 -6.872 -1.963  0.271
H: 6.217 -6.257 -0.614  0.306

## Properties
E: -2095.07661 Eh
orbital gap: 0.252 hartree
net charge: -1

(2)
The following is a quantum chemistry calculation of a cluster of 5 separate species, C22H57N3O10 in total in a non-equilibrium geometry, from the OMol25 dataset.

Last column: Mulliken charge in e.
CARTESIAN COORDINATES (ANGSTROEM)
C: 0.781 -5.432 -0.003  -0.721
O: 1.741 -5.702 -1.023  -0.221
C: 3.089 -5.887 -0.612  -0.822
C: 3.797 -4.611 -0.236  -0.353
N: 3.955 -3.683 -1.326  -0.004
C: 4.525 -2.384 -1.042  -0.716
C: 3.478 -1.452 -0.388  0.035
O: 4.027 -0.140 -0.323  -0.410
C: 3.890 0.631 -1.484  -0.369
H: -0.213 -5.363 -0.434  0.249
H: 1.048 -4.466 0.429  0.256
H: 0.823 -6.255 0.713  0.326
H: 3.549 -6.280 -1.526  0.276
H: 3.068 -6.668 0.155  0.420
H: 4.787 -4.844 0.166  0.372
H: 3.217 -4.316 0.660  0.251
H: 3.160 -3.664 -1.949  -0.022
H: 4.859 -1.902 -1.959  0.308
H: 5.331 -2.490 -0.318  0.310
H: 3.160 -1.791 0.598  0.277
H: 2.544 -1.440 -0.965  -0.007
H: 2.854 0.568 -1.845  -0.038
H: 4.447 0.370 -2.396  0.280
H: 4.157 1.648 -1.214  0.306
C: 0.584 3.931 2.014  -0.471
O: -0.473 4.834 2.223  -0.397
C: -1.570 4.313 2.953  0.181
C: -1.394 4.371 4.451  -0.866
N: -1.721 5.681 5.014  -0.445
C: -1.748 5.719 6.483  -0.340
C: -1.003 6.964 7.035  -0.409
O: -1.899 7.830 7.701  -0.398
C: -2.331 7.488 8.981  -0.727
H: 1.166 3.709 2.920  0.271
H: 1.273 4.451 1.348  0.243
H: 0.213 2.996 1.582  0.117
H: -1.782 3.256 2.725  -0.268
H: -2.471 4.795 2.575  0.395
H: -0.347 4.124 4.697  0.267
H: -1.995 3.558 4.869  0.536
H: -0.929 6.215 4.662  0.223
H: -1.390 4.754 6.864  0.341
H: -2.812 5.775 6.732  0.234
H: -0.482 7.529 6.270  0.393
H: -0.340 6.546 7.805  0.253
H: -1.605 7.010 9.651  0.314
H: -3.314 7.017 8.949  0.267
H: -2.457 8.422 9.548  0.266
C: 3.702 -2.928 -5.213  -0.886
O: 2.732 -3.088 -4.202  -0.111
C: 1.912 -4.243 -4.324  -1.122
C: 0.640 -3.971 -3.533  0.393
N: -0.597 -4.007 -4.312  -0.516
C: -0.692 -2.943 -5.311  -0.370
C: -2.137 -2.492 -5.515  -1.018
O: -2.512 -1.716 -4.390  -0.263
C: -3.436 -0.694 -4.731  -0.959
H: 3.230 -3.162 -6.176  0.377
H: 4.612 -3.527 -5.087  0.282
H: 3.979 -1.872 -5.155  0.209
H: 2.431 -5.086 -3.855  0.209
H: 1.677 -4.591 -5.334  0.743
H: 0.725 -3.091 -2.883  0.146
H: 0.435 -4.796 -2.841  0.091
H: -1.415 -3.992 -3.720  0.330
H: -0.072 -3.099 -6.196  0.472
H: -0.202 -2.015 -4.955  0.171
H: -2.653 -3.446 -5.672  0.347
H: -2.167 -1.923 -6.446  0.506
H: -2.986 0.149 -5.271  0.354
H: -3.715 -0.277 -3.762  0.266
H: -4.253 -1.072 -5.346  0.400
O: -0.675 -0.883 -2.443  -0.444
C: -0.599 0.532 -2.621  -0.074
C: -1.077 1.330 -1.436  -0.437
O: -0.253 1.070 -0.287  -0.409
H: -1.035 -1.243 -3.275  0.206
H: 0.426 0.714 -2.956  0.181
H: -1.251 0.871 -3.443  0.256
H: -2.107 1.211 -1.090  0.073
H: -0.949 2.381 -1.703  0.358
H: -0.402 0.158 -0.015  0.255
O: -5.385 0.676 2.404  -0.527
C: -4.248 0.843 1.596  -0.284
C: -2.973 0.372 2.245  -0.232
O: -2.918 0.749 3.620  -0.531
H: -6.149 0.992 1.916  0.316
H: -4.359 0.352 0.618  0.310
H: -4.049 1.872 1.260  0.259
H: -2.101 0.728 1.699  -0.042
H: -2.919 -0.725 2.285  0.432
H: -3.460 0.147 4.132  0.317

## Properties
E: -1788.82839 Eh
orbital gap: 0.315 hartree
SMILES: COCCNCCOC.COCCNCCOC.COCCNCCOC.OCCO.OCCO

- What is the orbital gap in the first record?
  0.252 hartree